[1]
This record from the OMol25 dataset describes C5H8LiO3Tl as an isolated structure at a distorted geometry. The level of theory is ωB97M-V with the def2-TZVPD basis set.

CARTESIAN COORDINATES (ANGSTROEM)
C 5.2180 -4.6745 -1.8146
C 6.0128 -5.1071 -0.9915
H 4.8787 -4.4304 -2.8104
H 3.0172 -3.3286 -2.2678
H 6.4259 -5.6557 -0.1583
Li 1.9814 -5.3240 1.0862
O 0.0647 -3.8666 -1.9062
Tl 0.4446 -2.3314 -3.6700
O 1.9947 -3.1365 -2.3224
C 1.2926 -3.8337 -1.4508
O 1.7727 -4.5310 -0.5801
C -0.9989 -4.5793 -1.2126
C -1.5772 -5.5679 -2.1898
H -0.5442 -5.0743 -0.3468
H -1.7380 -3.8335 -0.8963
H -0.9154 -6.4366 -2.2994
H -2.5447 -5.9087 -1.8004
H -1.7325 -5.1010 -3.1708

Atomic forces in eV per Å
-0.1 0.4 -2.5
0.6 -1.1 2.2
-0.3 0.3 0.1
-2.9 0.8 0.2
0.7 0.1 0.0
-0.3 -0.1 0.3
0.9 0.4 1.5
-2.5 2.8 -4.0
5.7 -0.7 1.4
-1.0 -2.6 -0.3
0.3 0.6 0.6
-1.1 -0.8 0.7
0.0 -0.3 0.0
-0.3 0.2 -0.2
0.4 0.0 0.0
-0.2 0.2 -0.1
0.2 0.0 -0.2
-0.1 -0.2 0.2

Its net charge is +3. As for the total energy: -599.78344 hartree. As for the spin multiplicity: 2. The value obtained for the molar mass is 327.44 Da. For the HOMO energy (spin up / spin down), the calculation gives -21.161 / -21.149 eV. Its HOMO-LUMO gap (spin up / spin down) is 8.671 / 3.724 eV. As for the relative energy (zero: lowest compared OMol25 entry of this formula, charge and spin): 0.000 eV.

---

[2]
This record from the OMol25 dataset describes C24H39N6P2RhS as an isolated structure at a distorted geometry. The level of theory is ωB97M-V with the def2-TZVPD basis set.

CARTESIAN COORDINATES (ANGSTROEM)
Rh 10.9745 11.3838 7.7527
C 15.4446 12.0415 7.2408
C 13.9452 12.0254 7.4457
N 13.0767 11.1187 7.1131
N 13.3982 10.0549 6.2814
C 12.3848 9.4659 5.6250
N 12.7174 8.5115 4.7832
S 10.6993 9.9803 5.8089
C 13.2912 13.2146 8.0844
C 13.9855 14.3219 8.5200
C 13.3517 15.4187 9.0123
C 12.0030 15.3735 9.1811
C 11.3094 14.2676 8.7604
N 11.8912 13.1890 8.2251
H 15.8248 11.0726 6.9375
H 15.9435 12.4275 8.1369
H 15.6820 12.7333 6.4064
H 14.3526 9.8001 5.9970
H 13.6764 8.1236 4.6537
H 11.9781 7.9915 4.3094
H 15.0016 14.3243 8.3999
H 13.9077 16.2699 9.3956
H 11.5577 16.2742 9.6703
H 10.2316 14.1672 8.9944
C 11.3326 8.0683 8.8706
P 10.8228 9.7073 9.5871
C 12.0154 10.0072 10.8614
C 9.1723 9.4677 10.2645
C 8.2252 10.4711 9.9675
C 6.8535 10.2570 10.1750
C 6.4286 9.0793 10.6555
C 7.3176 8.0860 11.0314
C 8.7215 8.2789 10.8392
P 9.6199 6.8198 11.3955
C 8.6422 5.2505 11.4675
C 10.6358 7.1420 12.9101
H 11.8932 7.5312 9.5982
H 11.9375 8.2017 7.9364
H 10.4962 7.4729 8.4643
H 11.6391 9.6403 11.8363
H 12.2138 11.0686 10.9362
H 12.9842 9.5001 10.6033
H 8.5025 11.4623 9.6073
H 6.1633 11.0111 9.8107
H 5.3675 8.8899 10.7800
H 6.9364 7.1549 11.4828
H 7.6045 5.2450 11.0455
H 8.5170 4.8362 12.4396
H 9.2005 4.4565 10.9404
H 9.8272 7.4150 13.6332
H 11.2485 8.0113 12.7366
H 11.1829 6.3371 13.3546
C 7.2764 13.0388 4.0436
C 8.5732 12.8665 4.8386
N 8.2430 12.7120 6.2718
C 7.6582 13.9621 6.7696
C 6.4786 14.5088 5.9320
N 6.1578 13.3416 4.9640
C 5.8549 12.1153 5.7535
C 7.2291 11.6650 6.3852
H 6.9872 12.0583 3.5346
H 7.2209 13.8462 3.3314
H 9.2232 13.7696 4.7016
H 9.1731 11.9933 4.5450
H 8.4052 14.7677 6.8715
H 7.3434 13.7920 7.8301
H 6.6361 15.3907 5.2942
H 5.5001 14.7028 6.4702
H 5.3190 13.5812 4.4070
H 5.3625 11.3961 5.0885
H 5.1662 12.4306 6.5430
H 7.6300 10.7728 5.9720
H 7.0203 11.4254 7.4462

Atomic forces in eV per Å
-0.7 -1.0 -0.2
-0.8 0.4 -0.8
-0.5 0.0 0.1
1.5 0.4 -0.3
0.0 0.2 0.4
-0.4 0.3 -0.1
0.1 -1.1 -0.5
1.1 -0.2 0.0
-1.8 -0.1 0.5
-0.9 -1.4 -1.0
0.2 0.9 1.0
-0.7 2.0 0.7
-1.3 -0.9 0.5
2.1 0.8 -0.2
0.2 -0.1 0.3
0.0 -0.4 -0.2
-0.1 -0.2 0.4
-0.3 0.5 0.5
-1.1 0.6 0.2
0.3 0.3 0.1
2.5 0.1 -0.1
0.0 -0.1 -0.3
-0.2 -1.2 -0.6
0.7 0.2 -0.5
-0.6 0.6 -1.6
0.2 -0.4 -1.9
1.1 -0.5 1.0
-0.4 0.9 -0.4
-0.1 -0.4 0.5
1.4 1.6 -1.3
-1.3 -1.7 0.9
1.0 -0.1 0.1
-2.0 -1.2 0.7
0.5 -0.9 0.5
-0.5 -0.1 -1.2
-2.1 0.6 -0.2
0.5 -0.7 0.5
-0.1 0.2 1.1
0.1 0.3 0.6
0.4 0.3 -0.5
0.0 0.2 0.2
-0.9 0.4 0.3
0.4 -0.4 -0.2
-0.1 0.0 0.4
0.1 0.0 0.0
0.2 0.7 -0.3
1.1 0.5 0.0
0.2 0.2 1.3
0.0 0.5 -0.1
0.6 0.0 -0.2
0.2 0.1 0.0
0.3 -0.7 -0.3
-0.6 -1.5 -1.2
0.9 0.9 0.2
-0.4 0.6 -0.2
0.1 1.1 1.7
-1.5 -0.8 -0.8
-0.9 0.4 0.6
0.4 0.0 0.6
-1.1 0.3 0.9
0.4 1.4 0.4
0.7 0.1 -0.5
-0.5 -0.8 0.3
-0.4 0.3 -0.3
0.0 -0.5 -0.4
0.0 0.0 -0.9
0.5 -0.3 0.3
1.3 -0.3 -0.3
0.5 0.0 0.3
0.3 0.0 0.3
0.0 -0.3 -0.2
0.1 -0.8 -0.7
0.3 0.3 -0.4

Its net charge is +4. As for the total energy: -2456.42376 hartree. As for the spin multiplicity: 5. The value obtained for the molar mass is 608.54 Da. For the HOMO energy (spin up / spin down), the calculation gives -18.500 / -19.525 eV. Its HOMO-LUMO gap (spin up / spin down) is 7.793 / 7.286 eV. As for the relative energy (zero: lowest compared OMol25 entry of this formula, charge and spin): 0.675 eV.

---

[3]
This record from the OMol25 dataset describes C43H38AsN3OPdS as an isolated structure at a distorted geometry. The level of theory is ωB97M-V with the def2-TZVPD basis set.

CARTESIAN COORDINATES (ANGSTROEM)
Pd 2.1652 0.3459 -0.7749
C 5.4658 -1.6406 -2.7529
C 4.6631 -2.4064 -3.5877
C 3.3087 -2.1515 -3.6822
C 2.7239 -1.1387 -2.9092
C 3.5333 -0.4376 -1.9981
C 4.8960 -0.6558 -1.9487
C 1.3677 -0.6470 -3.1167
C 0.4068 -1.3178 -3.9009
C -0.7459 -0.6901 -4.2634
C -0.9347 0.6640 -3.9103
C -1.9863 1.4473 -4.4171
C -2.0383 2.7927 -4.1568
C -1.0697 3.3919 -3.3383
C -0.0726 2.6410 -2.7718
C 0.0389 1.2665 -3.0693
N 1.1378 0.5999 -2.6433
H 6.5314 -1.8261 -2.6971
H 5.1055 -3.1931 -4.1862
H 2.7024 -2.7272 -4.3734
H 5.5297 -0.0851 -1.2822
H 0.5875 -2.3391 -4.2070
H -1.4945 -1.1932 -4.8630
H -2.7179 0.9789 -5.0660
H -2.8268 3.3918 -4.5939
H -1.1001 4.4584 -3.1597
H 0.6906 3.0909 -2.1487
S 1.7277 2.2430 0.8494
C 1.7697 1.3827 2.3183
N 1.1568 0.2121 2.4662
C 1.3604 -0.6276 3.6351
C 1.4963 0.2565 4.8650
C 2.6395 1.2283 4.6243
N 2.3922 1.9300 3.3758
H 0.6714 -0.1531 1.6467
H 2.2611 -1.2348 3.4972
H 0.5034 -1.2904 3.7331
H 1.6839 -0.3467 5.7527
H 0.5683 0.8142 5.0125
H 3.5871 0.6804 4.5697
H 2.7096 1.9606 5.4291
H 2.8532 2.8058 3.2042
C 5.3450 -1.7368 2.2150
C 4.3251 -2.4598 1.6117
C 3.3880 -1.8089 0.8165
C 3.4513 -0.4287 0.5925
C 4.4853 0.2787 1.2077
C 5.4155 -0.3650 2.0177
H 6.0818 -2.2417 2.8282
H 4.2643 -3.5337 1.7502
H 2.5977 -2.3893 0.3486
H 4.5790 1.3474 1.0456
H 6.2110 0.2049 2.4859
O -0.3349 -0.3794 -0.0782
As -1.9540 -0.1390 0.1292
C -2.3525 -0.5110 1.9907
C -3.3234 0.1846 2.7040
C -3.5719 -0.1402 4.0280
C -2.8641 -1.1641 4.6415
C -1.9251 -1.8890 3.9173
C -1.6748 -1.5647 2.5953
C -3.1058 -1.3035 -0.8917
C -4.4751 -1.2115 -0.6437
C -5.3758 -1.8973 -1.4392
C -4.9100 -2.6981 -2.4751
C -3.5456 -2.8438 -2.6765
C -2.6406 -2.1488 -1.8876
C -2.6747 1.6483 -0.0865
C -3.8036 1.9273 -0.8436
C -4.3300 3.2117 -0.8485
C -3.7206 4.2193 -0.1184
C -2.5820 3.9434 0.6278
C -2.0701 2.6582 0.6581
H -3.8805 0.9813 2.2241
H -4.3215 0.4058 4.5862
H -3.0503 -1.4056 5.6795
H -1.3998 -2.7104 4.3878
H -0.9557 -2.1245 2.0063
H -4.8318 -0.6025 0.1797
H -6.4395 -1.8015 -1.2641
H -5.6130 -3.2107 -3.1184
H -3.1848 -3.4931 -3.4641
H -1.5742 -2.2469 -2.0441
H -4.2822 1.1520 -1.4247
H -5.2124 3.4243 -1.4384
H -4.1250 5.2234 -0.1375
H -2.0920 4.7286 1.1886
H -1.1949 2.4295 1.2561

Atomic forces in eV per Å
1.9 1.0 0.6
-0.1 0.3 0.1
0.2 -0.2 -0.1
-0.6 0.1 -0.1
1.4 -0.7 -0.4
-1.4 -0.2 0.4
0.3 -0.3 -0.3
-0.2 1.3 0.0
-0.3 -0.3 -0.2
0.2 0.1 0.1
0.3 0.1 0.2
-0.2 0.3 -0.1
-0.3 -0.3 -0.2
0.3 -0.1 0.3
-0.1 0.3 0.0
-0.2 0.0 -0.2
-0.2 -1.4 -0.5
0.0 0.0 -0.1
0.0 0.0 0.0
0.1 -0.1 0.0
-0.1 -0.1 0.2
0.0 0.0 0.0
0.0 0.0 0.0
0.0 0.0 0.0
0.0 0.0 0.0
0.0 0.0 0.0
0.0 0.0 0.0
-0.5 0.2 0.2
-0.3 0.5 -0.3
-0.1 -0.1 0.2
0.0 0.0 0.1
0.0 0.0 -0.1
-0.1 -0.1 0.1
0.1 -0.1 0.2
0.2 0.1 -0.1
0.0 0.0 0.0
0.2 0.0 0.0
0.0 0.0 0.0
0.0 0.0 0.0
0.0 0.0 0.0
0.0 0.0 0.0
0.1 0.0 -0.1
0.1 -0.1 0.1
-0.1 0.0 0.0
0.0 0.0 0.2
-0.4 0.0 -0.4
0.0 0.0 0.1
0.0 0.0 0.0
0.0 0.0 0.0
0.0 0.0 0.0
0.1 0.0 -0.1
0.0 0.0 0.0
0.0 0.0 0.0
-0.3 -0.2 -0.1
0.0 0.0 0.5
-0.3 -0.1 -0.1
0.1 0.0 -0.2
0.0 0.0 0.1
0.0 0.0 -0.1
-0.2 0.0 0.1
0.0 0.0 -0.3
-0.2 0.1 0.1
0.1 0.0 0.1
-0.1 -0.1 -0.1
0.0 0.0 0.1
0.0 -0.1 -0.1
0.2 0.2 0.1
0.1 -0.1 0.0
0.0 -0.1 -0.1
0.0 0.0 -0.1
0.1 0.0 0.0
0.0 0.1 0.0
0.1 -0.2 0.0
0.0 0.0 0.1
0.0 0.0 0.0
0.0 0.0 0.0
0.0 0.0 0.0
0.1 0.0 0.1
-0.1 0.0 -0.1
0.0 0.0 0.0
0.0 0.0 0.0
0.0 0.0 0.0
0.0 0.0 0.0
0.0 0.0 -0.1
0.0 0.0 0.0
0.0 0.0 0.0
0.0 0.0 0.0
0.1 0.1 -0.1

As for the total energy: -4662.71572 hartree. The value obtained for the molar mass is 826.21 Da. For the HOMO energy, the calculation gives -6.369 eV. Its HOMO-LUMO gap is 6.533 eV. As for the relative energy (zero: lowest compared OMol25 entry of this formula, charge and spin): 1.052 eV.

---

[4]
This record from the OMol25 dataset describes C45H47Cl3N5OPPt as an isolated structure. The level of theory is ωB97M-V with the def2-TZVPD basis set.

CARTESIAN COORDINATES (ANGSTROEM)
Pt 0.2541 0.2324 0.0923
C -2.7758 5.4071 3.3364
C -1.4509 5.2146 2.9786
C -1.0518 4.0052 2.4253
C -1.9681 2.9789 2.2250
C -3.3004 3.1821 2.5911
C -3.7013 4.3884 3.1425
P -1.3938 1.4459 1.3836
C -2.0864 0.0889 2.3713
C -2.5449 0.1708 3.6452
C -3.0249 -0.9724 4.3337
C -3.0727 -2.2182 3.6765
C -2.5617 -2.3711 2.4260
C -1.9130 -1.2513 1.6832
C -2.3031 1.3488 -0.1867
C -3.5561 1.7959 -0.5825
C -4.0102 1.4567 -1.8514
C -3.2200 0.6558 -2.6742
C -1.9664 0.2182 -2.2649
C -1.4562 0.5880 -1.0181
H -3.0902 6.3486 3.7673
H -0.7279 6.0058 3.1292
H -0.0177 3.8497 2.1388
H -4.0242 2.3881 2.4465
H -4.7361 4.5362 3.4229
H -2.5748 1.1298 4.1499
H -3.3901 -0.8722 5.3456
H -3.5145 -3.0686 4.1817
H -2.6005 -3.3345 1.9329
H -2.4391 -1.1858 0.7100
H -4.1673 2.3983 0.0791
H -4.9792 1.7960 -2.1940
H -3.5909 0.3782 -3.6554
H -1.3769 -0.3935 -2.9410
C -0.4578 -1.4058 1.2564
C 0.4021 -2.4609 1.6870
C 0.3101 -3.1122 2.9418
C 1.2340 -4.0655 3.3302
C 2.2867 -4.4280 2.4977
C 2.4051 -3.8012 1.2595
C 1.4968 -2.8384 0.8721
H -0.4745 -2.8305 3.6305
H 1.1353 -4.5287 4.3043
H 3.0014 -5.1778 2.8077
H 3.2157 -4.0703 0.5925
H 1.5966 -2.3566 -0.0937
Cl -0.5156 -2.9472 -1.9270
C -1.4140 -3.4363 -3.3563
Cl -1.0108 -2.4521 -4.7889
H -2.4736 -3.3019 -3.1670
H -1.1746 -4.4664 -3.5952
C 4.5845 -0.8676 -7.2862
C 3.4156 0.1288 -7.2673
C 2.5524 -0.1459 -8.5015
C 4.0217 1.5359 -7.3922
C 2.5812 -0.0697 -5.9480
O 2.5401 -1.4542 -5.6143
C 1.1120 0.3937 -6.0461
C 0.7511 1.8740 -6.2949
C 0.6549 2.7075 -5.0386
C -0.4655 2.5655 -4.2228
C -0.5746 3.2285 -3.0106
C 0.4597 4.0590 -2.6126
Cl 0.3618 4.8617 -1.0752
C 1.5669 4.2572 -3.4207
C 1.6531 3.5871 -4.6337
C 3.3489 0.5839 -4.7849
N 2.9736 0.0982 -3.4687
C 1.8744 0.3032 -2.7406
N 1.9934 -0.3006 -1.5724
C 3.2151 -0.8859 -1.6437
N 3.8458 -0.6618 -2.7717
H 5.2245 -0.6486 -8.1428
H 4.2326 -1.8931 -7.3715
H 5.1985 -0.8072 -6.3879
H 3.1849 -0.1504 -9.3904
H 1.7814 0.6112 -8.6484
H 2.0696 -1.1237 -8.4433
H 4.5136 1.6201 -8.3625
H 4.7827 1.7187 -6.6332
H 3.2867 2.3361 -7.3334
H 1.8262 -1.8815 -6.0993
H 0.6105 0.0613 -5.1338
H 0.6658 -0.1992 -6.8490
H -0.2340 1.8861 -6.7666
H 1.4294 2.3320 -7.0118
H -1.2654 1.8992 -4.5234
H -1.4389 3.0830 -2.3774
H 2.3520 4.9284 -3.1015
H 2.5196 3.7498 -5.2648
H 3.2288 1.6642 -4.8098
H 4.4069 0.3504 -4.8648
H 1.0354 0.9028 -3.0467
H 3.6396 -1.4703 -0.8444
N 3.1280 1.1669 0.9525
C 4.1223 1.1630 1.8593
C 3.6974 0.3802 2.9059
C 2.4123 -0.0513 2.5385
N 2.0810 0.4349 1.3531
H 3.0727 1.6462 0.0692
H 5.0366 1.7042 1.6929
H 4.2384 0.1477 3.8044
H 1.7241 -0.6934 3.0609

Atomic forces in eV per Å
-0.2 0.2 0.1
0.0 0.0 0.0
0.0 0.0 0.0
0.1 0.0 0.0
0.0 0.0 0.0
0.0 0.0 0.0
0.0 0.0 0.0
-0.3 0.2 0.1
0.1 -0.2 -0.1
-0.1 0.0 0.1
0.0 0.0 0.0
0.0 0.0 0.0
0.0 0.0 0.1
0.0 0.2 0.0
0.0 -0.1 0.0
0.0 0.0 0.0
0.0 0.0 0.0
0.0 0.0 0.0
0.1 0.0 0.0
0.1 0.0 0.1
0.0 0.0 0.0
0.0 0.0 0.0
0.0 0.0 0.0
0.0 0.0 0.0
0.0 0.0 0.0
0.0 0.0 0.0
0.0 0.0 0.0
0.0 0.0 0.0
0.0 0.0 0.0
0.0 0.0 0.0
0.0 0.0 0.0
0.0 0.0 0.0
0.0 0.0 0.0
0.0 0.0 0.0
0.0 -0.2 -0.1
0.1 0.0 0.0
-0.1 0.0 0.0
0.0 0.0 0.0
0.0 0.0 0.0
0.0 0.0 0.0
0.0 0.0 -0.1
0.0 0.0 0.0
0.0 0.0 0.0
0.0 0.0 0.0
0.0 0.0 0.0
0.0 0.0 0.1
0.0 0.0 0.0
0.0 0.0 0.0
0.0 0.0 0.0
0.0 0.0 0.0
0.0 0.0 0.0
0.0 0.0 0.0
0.0 0.0 0.0
0.0 0.0 0.0
0.0 0.0 0.0
0.0 0.1 0.0
0.0 0.0 0.0
0.0 0.0 0.0
0.0 0.0 0.0
0.0 0.0 0.0
0.0 0.0 0.0
0.0 0.0 0.0
0.0 0.0 0.0
0.0 0.0 0.0
0.0 0.0 0.0
0.0 0.0 0.0
-0.1 0.0 0.0
0.1 0.0 0.0
0.1 0.0 0.1
-0.1 -0.1 -0.2
0.0 0.1 0.0
0.1 -0.1 0.0
0.0 0.0 0.0
0.0 0.0 0.0
0.0 0.0 0.0
0.0 0.0 0.0
0.0 0.0 0.0
0.0 0.0 0.0
0.0 0.0 0.0
0.0 0.0 0.0
0.0 0.0 0.0
0.0 0.0 0.0
0.0 0.0 0.0
0.0 0.0 0.0
0.0 0.0 0.0
0.0 0.0 0.0
0.0 0.0 0.0
0.0 0.0 0.0
0.0 0.0 0.0
0.0 0.0 0.0
0.0 0.0 0.0
0.0 0.0 0.0
-0.1 0.1 0.0
0.0 0.0 0.0
0.0 0.1 0.0
0.0 0.0 0.0
0.0 0.0 0.0
0.0 0.1 0.0
0.1 -0.1 0.0
0.0 0.0 0.0
0.0 0.0 0.0
0.0 0.0 0.0
0.0 0.0 0.0

As for the total energy: -3933.07660 hartree. As for the spin multiplicity: 5. The value obtained for the molar mass is 1006.32 Da. For the HOMO energy (spin up / spin down), the calculation gives -5.250 / -7.941 eV. Its HOMO-LUMO gap (spin up / spin down) is 5.621 / 7.756 eV. As for the relative energy (zero: lowest compared OMol25 entry of this formula, charge and spin): 0.646 eV.

---

[5]
This record from the OMol25 dataset describes a 2-piece molecular cluster, CH6NO2 overall at a distorted geometry. The level of theory is ωB97M-V with the def2-TZVPD basis set.

CARTESIAN COORDINATES (ANGSTROEM)
N 0.2025 -1.2236 -1.4133
C -0.4616 -0.2829 -0.4493
O 0.2979 0.8816 -0.1815
H 0.2858 -0.8230 -2.3753
H 1.2161 -1.3638 -1.3228
H -1.3839 -0.0424 -1.0225
H -0.8632 -0.8680 0.4071
H 0.4923 1.0848 1.3000
H -0.3345 1.4003 2.6885
O 0.5486 1.2370 2.3690

Atomic forces in eV per Å
0.7 -0.5 -1.6
1.2 1.9 -1.2
-1.3 -2.0 0.4
-1.0 0.1 1.1
-0.4 0.2 1.4
0.0 0.2 0.1
0.8 0.1 0.1
-0.3 0.1 0.6
-0.4 0.0 -0.2
0.6 -0.2 -0.8

Its net charge is -1. As for the total energy: -246.93315 hartree. The value obtained for the molar mass is 64.06 Da. For the HOMO energy, the calculation gives -3.301 eV. Its HOMO-LUMO gap is 8.117 eV. As for the relative energy (zero: lowest compared OMol25 entry of this formula, charge and spin): 0.438 eV.

---

[6]
This record from the OMol25 dataset describes a 2-piece molecular cluster, C4H12OS overall at a distorted geometry. The level of theory is ωB97M-V with the def2-TZVPD basis set.

CARTESIAN COORDINATES (ANGSTROEM)
C 3.0535 -2.8331 0.8452
S 1.6079 -2.1888 1.8343
C 1.2937 -0.6795 0.8482
H 3.2495 -3.7105 1.4751
H 2.7012 -3.0274 -0.1488
H 3.9125 -2.1405 0.8167
H 2.3209 -0.5424 0.4366
H 1.0061 0.1459 1.5220
H 0.5462 -0.8276 0.0343
C -2.9007 1.6205 -0.8493
O -2.9575 1.3303 0.5544
C -1.4989 1.8879 -1.3153
H -3.6376 2.4250 -0.9864
H -3.1322 0.7401 -1.4810
H -2.2666 1.8995 0.9109
H -0.7121 1.2284 -0.9109
H -1.1560 2.9792 -1.1990
H -1.4300 1.6929 -2.3870

Atomic forces in eV per Å
-0.8 0.5 1.7
0.5 0.2 -0.7
0.6 -0.3 -0.2
0.5 -0.1 -0.8
0.0 -0.5 -0.4
-0.4 -0.3 0.3
-1.0 0.7 0.0
0.2 -0.4 -0.5
0.6 0.1 0.7
-0.1 -0.8 0.1
0.4 -0.1 -0.4
1.5 2.2 -0.7
0.4 -0.1 -0.7
-0.9 0.2 1.0
-0.1 -0.2 0.4
-0.6 0.2 0.4
-0.4 -1.5 0.1
-0.1 0.2 -0.1

As for the total energy: -632.97659 hartree. The value obtained for the molar mass is 108.21 Da. The SMILES is CCO.CSC. For the HOMO energy, the calculation gives -8.561 eV. Its HOMO-LUMO gap is 9.417 eV. As for the relative energy (zero: lowest compared OMol25 entry of this formula, charge and spin): 1.374 eV.